[1]
DFT (ωB97M-V with the def2-TZVPD basis set) results for a structure of composition C20H30AlBr2N6O5P.

Element x y z (Å)
Br 2.49 -3.01 -1.63
Br 2.39 -6.28 2.97
P -0.14 1.08 -2.13
Al -0.36 -0.09 0.92
O -1.75 -1.25 0.77
O -3.93 -1.52 1.17
O -2.09 3.24 2.28
O 0.98 -1.11 0.24
O -0.53 0.78 -0.72
N 0.30 -1.39 2.77
N 0.95 1.42 1.63
N -1.31 2.02 -2.78
N 1.30 1.89 -2.18
N 0.06 -0.31 -2.95
N -1.57 1.04 1.85
C 0.15 2.66 1.71
C 2.32 -4.44 0.83
C 2.49 1.20 -1.71
C 1.32 -2.23 0.81
C -2.91 0.51 1.92
C 0.86 -3.72 4.20
C -2.06 2.99 -1.99
C -1.56 2.07 -4.21
C 0.92 -0.47 -4.10
C 2.00 -3.24 0.18
C -0.06 -1.50 4.03
C -1.32 2.34 2.00
C -0.76 -0.35 4.70
C -0.86 -1.43 -2.70
C 1.55 3.04 -3.04
C 0.96 -2.43 2.18
C 1.97 -4.63 2.14
C 0.21 -2.67 4.77
C -2.92 -0.87 1.24
C 1.28 -3.62 2.85
H 1.06 -4.62 4.76
H 1.80 1.55 1.10
H -2.61 1.89 -4.42
H -0.29 -2.36 -2.72
H 2.84 -5.22 0.29
H -3.12 2.93 -2.25
H 1.21 1.10 2.55
H 2.21 0.35 -1.08
H -1.64 -1.47 -3.47
H -0.98 1.32 -4.73
H 3.11 1.89 -1.14
H -1.62 -0.71 5.26
H 1.51 0.42 -4.27
H 0.19 3.15 0.74
H -0.13 -2.72 5.80
H -3.64 1.16 1.42
H -1.32 -1.34 -1.72
H 2.02 2.75 -3.99
H -1.71 4.01 -2.18
H -0.08 0.11 5.43
H -1.09 0.39 3.98
H 1.60 -1.32 -3.95
H 2.23 3.72 -2.53
H -1.96 2.77 -0.93
H -3.26 0.39 2.95
H 0.63 3.57 -3.25
H -1.30 3.05 -4.62
H 0.33 -0.67 -5.00
H 3.09 0.82 -2.54
H 0.53 3.36 2.46

## Properties
**DFT total energy**: -196386.070 eV
**LUMO energy**: 0.003 eV
**Largest force on an atom**: 0.0071 Eh/bohr
**HOMO-LUMO gap**: 0.294 hartree

[2]
DFT (ωB97M-V with the def2-TZVPD basis set) results for a cluster of 8 separate species, C21H61N3O8 in total.

Element x y z (Å)
O 6.15 7.62 1.48
O -5.49 -4.68 -3.88
O 0.28 1.34 -0.63
O -1.16 -5.03 4.01
O -0.27 -0.03 -8.02
O 4.77 -5.14 -1.56
O -2.28 3.94 7.28
O -5.29 4.53 4.24
N -2.34 -3.25 -2.54
N 7.35 -2.62 -0.58
N -0.23 3.82 2.09
C -4.16 -4.42 -3.62
C -0.41 0.23 -10.32
C -1.49 1.76 1.81
C 0.82 -3.54 4.02
C -4.96 5.52 3.27
C -2.06 2.93 8.23
C -1.11 -0.26 -9.09
C 4.24 6.64 2.07
C -5.71 -5.31 -5.09
C 6.03 -4.54 -1.44
C 4.33 -6.04 -0.48
C 6.10 -3.40 -0.42
C -3.21 2.99 9.19
C 0.45 2.52 0.14
C -4.30 -1.91 -3.32
C 4.96 -2.32 -0.50
C 5.46 7.46 2.66
C -0.62 -3.88 3.37
C 0.35 1.43 -2.01
C -0.17 2.49 1.59
C -3.83 -3.22 -2.66
H -3.69 -1.57 -4.15
H -1.33 0.71 2.06
H 5.06 -6.84 -0.36
H -2.13 0.06 -8.88
H -0.36 1.32 -10.35
H -1.29 -1.32 -9.26
H -0.64 -3.97 2.29
H 3.44 -6.61 -0.75
H 7.36 -2.16 -1.48
H 6.22 -4.10 -2.42
H -3.83 -5.39 -3.26
H -0.52 3.81 3.06
H 6.64 8.44 1.43
H 6.05 -3.66 0.64
H -3.56 -4.42 -4.53
H -2.17 1.85 0.96
H -2.14 -3.13 -3.52
H 0.59 -3.28 5.05
H -1.10 3.14 8.69
H 5.09 8.32 3.22
H -4.04 6.05 3.51
H 1.21 -2.64 3.55
H -5.76 6.21 3.01
H 0.02 0.87 -7.87
H 1.25 0.96 -2.40
H 6.10 6.90 3.34
H 1.50 -4.39 4.10
H -0.43 0.79 -2.44
H -4.10 2.46 8.86
H 0.51 1.92 2.23
H 4.89 -1.91 -1.50
H 4.58 5.69 1.66
H 3.97 -2.70 -0.22
H -4.76 4.93 2.37
H 4.28 -5.68 0.54
H 0.04 3.42 -0.33
H 7.40 -1.87 0.10
H 1.52 2.74 0.21
H -1.28 -3.03 3.53
H -3.22 3.96 7.07
H -1.86 -4.71 4.59
H 0.60 -0.17 -10.27
H -0.91 4.36 1.58
H -3.52 3.92 9.66
H -2.00 2.02 7.63
H 5.21 -1.55 0.23
H -4.21 -3.22 -1.63
H -6.24 4.46 4.15
H -5.22 -6.27 -5.23
H -2.02 2.29 2.61
H -6.78 -5.45 -5.23
H -5.28 -2.03 -3.79
H 0.13 2.45 -2.34
H 6.80 -5.28 -1.22
H -5.43 -4.67 -5.92
H -2.91 2.43 10.07
H -4.39 -1.03 -2.68
H -1.89 -2.41 -2.21
H -0.94 -0.11 -11.21
H 3.60 6.28 2.87
H 3.65 7.18 1.33

## Properties
**DFT total energy**: -43609.643 eV
**SMILES**: COC[C@H](C)N.COC[C@H](C)N.COC[C@H](C)N.CCO.CCO.CCO.CCO.CO
**LUMO energy**: 0.461 eV
**Energy above the lowest of the compared OMol25 structures with the same formula, charge and spin**: 408.8 kJ/mol
**Largest force on an atom**: 0.0586 Eh/bohr
**HOMO-LUMO gap**: 0.348 hartree

[3]
DFT (ωB97M-V with the def2-TZVPD basis set) results for a structure of composition C5H6O.

Element x y z (Å)
O 0.84 -1.39 -0.07
C 1.15 0.19 -1.38
C -0.24 -0.69 0.02
C -1.37 -0.37 2.43
C -0.87 -0.53 1.34
C 0.31 1.04 -0.65
H 2.20 0.06 -1.14
H 0.75 1.62 0.16
H -1.80 -0.24 3.39
H -1.01 -0.76 -0.76
H 0.82 -0.24 -2.32
H -0.57 1.46 -1.12

## Properties
**DFT total energy**: -7323.647 eV
**LUMO energy**: -0.541 eV
**Energy above the lowest of the compared OMol25 structures with the same formula, charge and spin**: 543.9 kJ/mol
**Largest force on an atom**: 0.0091 Eh/bohr
**HOMO-LUMO gap**: 0.291 hartree

[4]
DFT (ωB97M-V with the def2-TZVPD basis set) results for the molecule C2H4O2S2.

Element x y z (Å)
S 1.61 0.36 0.06
S 1.01 -1.61 -0.32
O 2.67 0.51 1.02
O 1.56 1.22 -1.09
C -0.25 -0.48 0.55
C -1.35 0.07 -0.29
H -2.29 0.00 0.24
H -1.42 -0.47 -1.23
H -0.37 -0.71 1.59
H -1.16 1.12 -0.53

## Properties
**DFT total energy**: -27901.701 eV
**SMILES**: C[C@H]1SS1(=O)=O
**LUMO energy**: -0.623 eV
**Energy above the lowest of the compared OMol25 structures with the same formula, charge and spin**: 254.2 kJ/mol
**Largest force on an atom**: 0.0756 Eh/bohr
**HOMO-LUMO gap**: 0.331 hartree

[5]
DFT (ωB97M-V with the def2-TZVPD basis set) results for a structure of composition C20H30N10.

Element x y z (Å)
N 0.54 0.03 -5.60
N -0.74 -2.88 2.77
N 0.85 -5.16 -3.55
N 1.05 0.94 4.83
N 3.36 -0.49 3.28
N -0.60 -1.04 -2.41
N 1.06 1.22 0.81
N -0.94 -0.22 0.87
N -1.02 1.91 -2.22
N -4.72 -1.10 1.06
C 0.64 -2.58 -2.99
C 1.20 -1.24 2.33
C -1.15 1.94 -1.11
C -2.29 -1.37 2.10
C -1.57 -1.11 -1.77
C -0.15 -0.11 0.02
C -1.33 2.00 0.37
C 3.47 -0.07 2.25
C 0.90 -0.01 -1.05
C 0.35 1.02 3.93
C 3.71 0.47 0.93
C 0.13 -2.16 2.55
C -3.64 -1.21 1.51
C -1.05 0.73 -3.62
C 0.76 -4.02 -3.31
C -2.77 -1.22 -0.97
C 1.42 2.29 0.51
C -0.13 0.26 -4.71
C -0.58 1.04 2.80
C 1.86 3.67 0.17
H -0.49 1.63 0.95
H -0.62 0.50 -2.64
H 1.29 -2.11 -2.26
H 0.70 1.01 -1.40
H 2.18 3.61 -0.87
H 1.72 -1.63 1.45
H 2.85 1.02 0.55
H 0.82 -0.24 2.12
H -2.00 0.19 -3.72
H -2.39 -1.20 3.17
H -2.69 -1.06 0.11
H 1.91 -1.27 3.15
H -2.23 1.44 0.61
H -1.41 3.05 0.68
H -0.53 0.09 2.26
H 2.77 3.85 0.75
H -3.33 -0.35 -1.29
H -0.15 1.79 2.13
H -1.55 1.45 3.06
H 0.94 -0.74 -1.86
H 3.91 -0.41 0.31
H 1.89 0.09 -0.63
H -0.41 -2.66 -2.68
H 0.54 -1.98 -3.89
H -1.23 1.80 -3.72
H -3.34 -2.12 -1.22
H -1.87 -2.37 1.97
H -1.70 -0.52 1.77
H 1.19 4.50 0.38
H 4.59 1.11 1.01

## Properties
**DFT total energy**: -36099.816 eV
**LUMO energy**: -0.661 eV
**Energy above the lowest of the compared OMol25 structures with the same formula, charge and spin**: 2423.3 kJ/mol
**Largest force on an atom**: 0.2282 Eh/bohr
**HOMO-LUMO gap**: 0.319 hartree

[6]
DFT (ωB97M-V with the def2-TZVPD basis set) results for a structure of composition C5H10O2.

Element x y z (Å)
O 0.13 0.96 -0.96
O -0.05 -0.77 1.98
C -1.71 -0.12 -0.72
C 0.81 -0.92 0.99
C -1.26 1.33 -0.95
C -0.18 -0.39 -0.64
C 2.00 0.01 0.91
H -2.20 -0.61 -1.56
H 2.62 -0.24 1.79
H 2.60 -0.12 0.01
H 0.24 -1.12 -1.34
H -1.56 1.77 -1.91
H -1.49 2.02 -0.14
H 1.68 1.04 1.00
H 1.05 -1.95 0.65
H -2.27 -0.31 0.20
H -0.39 -0.57 0.68

## Properties
**DFT total energy**: -9437.038 eV
**LUMO energy**: 0.875 eV
**Energy above the lowest of the compared OMol25 structures with the same formula, charge and spin**: 579.4 kJ/mol
**Largest force on an atom**: 0.0111 Eh/bohr
**HOMO-LUMO gap**: 0.347 hartree

[7]
DFT (ωB97M-V with the def2-TZVPD basis set) results for the molecule C22H25N5O2S.

Element x y z (Å)
S 0.46 2.80 1.02
O 0.54 -0.21 -2.29
O 2.38 -2.64 4.65
N -0.81 0.48 1.44
N -2.32 -0.37 -0.14
N -2.61 0.48 -2.25
N 0.03 -2.15 -1.22
N 3.88 -1.16 3.86
C -1.85 0.84 -3.44
C -1.30 1.73 -0.58
C 2.12 -1.93 2.40
C -2.07 0.62 -1.00
C 0.61 -3.07 0.90
C 1.60 -0.98 0.25
C 2.79 -1.95 3.74
C -1.78 3.70 -2.22
C 1.28 -3.01 2.10
C -1.72 -0.38 1.03
C 4.62 -1.05 5.09
C -0.11 3.70 -0.37
C 0.40 5.08 -0.61
C -1.04 3.04 -1.10
C -2.57 -1.95 -2.64
C 0.76 -2.05 -0.04
C 2.26 -0.92 1.46
C -0.63 1.51 0.64
C -1.38 -0.41 -4.20
C -1.20 -1.58 -3.24
C -0.13 -1.21 -2.20
C -3.43 -0.69 -2.48
H -3.08 -2.66 -3.30
H -2.46 -2.42 -1.66
H 1.72 -0.18 -0.47
H 4.20 -0.62 3.07
H -2.47 1.46 -4.09
H -1.96 -1.19 1.70
H 4.14 -1.70 5.81
H 0.76 5.18 -1.64
H 1.16 -3.78 2.84
H 5.66 -1.38 4.94
H -0.56 -2.97 -1.27
H -2.02 4.72 -1.93
H -0.44 -0.19 -4.70
H -0.97 1.41 -3.13
H -2.11 -0.69 -4.96
H 1.22 5.30 0.07
H 2.86 -0.04 1.67
H -0.39 5.82 -0.46
H -0.04 -3.90 0.69
H -2.71 3.17 -2.43
H -4.01 -0.49 -3.39
H -0.80 -2.45 -3.78
H 4.62 -0.03 5.46
H -4.11 -0.80 -1.64
H -1.18 3.75 -3.13

## Properties
**DFT total energy**: -45602.580 eV
**SMILES**: CNC(=O)c1ccc(NC(=O)C2CCN(c3ncnc4sc(C)c(C)c34)CC2)cc1
**LUMO energy**: 0.618 eV
**Energy above the lowest of the compared OMol25 structures with the same formula, charge and spin**: 0.0 kJ/mol
**Largest force on an atom**: 0.0148 Eh/bohr
**HOMO-LUMO gap**: 0.308 hartree

[8]
DFT (ωB97M-V with the def2-TZVPD basis set) results for a cluster of 2 separate species, C2H6O in total.

Element x y z (Å)
O 1.45 0.92 0.95
C 0.13 0.42 -0.56
C -0.73 -0.69 -0.22
H 1.06 0.42 1.77
H -0.97 -1.29 -1.15
H -0.09 1.50 -0.49
H -0.30 -1.21 0.60
H -1.52 -0.21 0.35
H 0.95 0.13 -1.25

## Properties
**Multiplicity**: 3
**DFT total energy**: -4212.672 eV
**LUMO energy (alpha / beta)**: 0.870 / -2.248 eV
**Energy above the lowest of the compared OMol25 structures with the same formula, charge and spin**: 0.0 kJ/mol
**Largest force on an atom**: 0.0753 Eh/bohr
**HOMO-LUMO gap (alpha / beta)**: 0.263 / 0.335 hartree